C32H66N6O4SSiV | ωB97M-V/def2-TZVPD

strongest force on any atom	3.7	eV Å⁻¹
⟨S²⟩	3.762
energy	-3520.23196	a.u.
2S+1	4
ΔE to the lowest compared entry with this formula, charge and spin	0.0000	eV
HOMO energy (alpha / beta)	-0.23562 / -0.24621	hartree
molecular weight	710.02	g mol⁻¹
frontier orbital gap (alpha / beta)	6.860 / 7.143	eV

Last column: Löwdin spin population.
Element x y z (Å)
V1 -4.06672 -16.66178 6.01234  2.83
C1 -0.23013 -14.44983 7.46211  0.00
C2 -0.10077 -14.63800 5.96213  0.00
N1 -0.98510 -15.69528 5.45369  0.00
C3 -0.52387 -17.07387 5.82989  0.00
C4 -1.61686 -18.08446 6.14515  0.01
N2 -2.63136 -17.60803 7.11925  0.03
C5 -2.32744 -17.32795 8.54701  0.01
C6 -1.24853 -16.27219 8.80790  0.00
N3 -1.43143 -15.10699 7.96632  0.00
H1 -0.22287 -13.36335 7.63083  0.00
H2 0.67422 -14.87963 7.96302  0.00
H3 0.94965 -14.84993 5.71175  0.00
H4 -0.32556 -13.70714 5.44485  0.00
H5 -1.13514 -15.62451 4.43308  0.00
H6 0.17352 -16.97325 6.70009  0.00
H7 0.14760 -17.50397 5.05669  0.00
H8 -1.17268 -19.04694 6.49556  0.00
H9 -2.13690 -18.37237 5.19454  0.00
H10 -3.41779 -18.31123 7.14863  0.01
H11 -2.05535 -18.29755 9.05569  0.00
H12 -3.29099 -17.06158 9.00575  0.00
H13 -0.21222 -16.70088 8.62878  0.00
H14 -1.19509 -16.01834 9.89059  0.00
H15 -2.13001 -15.23233 7.24110  0.00
C7 -9.47293 -20.58070 6.90335  0.00
C8 -8.53678 -20.48782 8.08720  0.00
C9 -9.14241 -21.08342 9.34630  0.00
C10 -7.16447 -21.05255 7.77646  0.00
O1 -8.38905 -19.03451 8.32526  0.00
Si1 -7.47986 -18.09226 9.23478  0.00
S1 -5.79337 -17.38996 7.79562  0.03
O2 -6.81315 -18.90460 10.46193  0.00
C11 -6.32313 -18.63115 11.84750  0.00
C12 -7.53304 -18.46349 12.75608  0.00
C13 -5.38100 -17.47485 11.84457  0.00
C14 -5.59366 -19.93989 12.20146  0.00
O3 -8.10644 -16.68440 9.72050  0.00
C15 -9.23995 -15.76129 9.49113  0.00
C16 -9.21024 -15.23296 8.07502  0.00
C17 -8.93209 -14.69899 10.50433  0.00
C18 -10.50331 -16.55182 9.78546  0.00
H16 -9.60921 -21.61377 6.59513  0.00
H17 -9.10338 -20.02483 6.02046  0.00
H18 -10.44792 -20.14312 7.14459  0.00
H19 -9.35031 -22.14913 9.15607  0.00
H20 -10.09420 -20.60923 9.60424  0.00
H21 -8.44552 -20.99591 10.17572  0.00
H22 -7.23174 -22.12398 7.58417  0.00
H23 -6.46656 -20.91507 8.61945  0.00
H24 -6.78408 -20.56476 6.86358  0.00
H25 -8.08329 -17.55347 12.46904  0.00
H26 -7.19861 -18.36364 13.79333  0.00
H27 -8.18031 -19.33190 12.69442  0.00
H28 -5.84890 -16.56526 11.41449  0.00
H29 -4.51832 -17.71483 11.20282  0.00
H30 -5.02389 -17.27131 12.85653  0.00
H31 -6.23530 -20.82089 12.12854  0.00
H32 -5.20339 -19.87318 13.22752  0.00
H33 -4.78063 -20.08192 11.48858  0.00
H34 -8.22002 -14.86052 7.83825  0.00
H35 -9.95849 -14.44873 7.99606  0.00
H36 -9.46830 -16.01944 7.36939  0.00
H37 -7.98043 -14.20518 10.26481  0.00
H38 -8.83886 -15.14304 11.47827  0.00
H39 -9.71679 -13.91667 10.51549  0.00
H40 -10.64524 -17.36916 9.05916  0.00
H41 -11.35235 -15.87651 9.72977  0.00
H42 -10.45422 -17.03339 10.76382  0.00
C19 -4.46912 -11.29563 2.12664  0.00
C20 -4.20529 -12.20024 3.31480  0.00
C21 -4.23650 -11.67211 4.60560  0.00
C22 -4.17547 -12.49617 5.74856  0.00
C23 -4.15256 -11.91152 7.14848  0.00
C24 -4.08818 -13.85874 5.54259  0.01
C25 -3.93545 -14.48736 4.26649  0.00
C26 -3.87972 -13.56745 3.18371  0.00
N4 -3.88276 -15.88030 4.20233  -0.01
C27 -3.96822 -16.65522 2.94042  0.00
C28 -4.98480 -16.06960 1.94298  0.00
C29 -4.42902 -18.05660 3.36084  0.02
C30 -2.58931 -16.71453 2.25906  0.00
H43 -4.67520 -10.27379 2.47306  0.00
H44 -5.32197 -11.64296 1.54868  0.00
H45 -3.60402 -11.26866 1.41225  0.00
H46 -4.32335 -10.60067 4.66379  0.00
H47 -4.02537 -10.83029 7.15014  0.00
H48 -3.35346 -12.35894 7.74032  0.00
H49 -5.08209 -12.12633 7.68547  0.00
H50 -3.99540 -14.51286 6.42677  0.01
H51 -3.59480 -13.89917 2.18136  0.00
H52 -5.83173 -15.66684 2.48445  0.00
H53 -5.31891 -16.89351 1.29148  0.00
H54 -4.52749 -15.29987 1.29805  0.00
H55 -5.36503 -18.02349 3.95162  0.00
H56 -3.63008 -18.65010 3.89478  0.00
H57 -4.68366 -18.64826 2.45610  0.00
H58 -2.25985 -15.72867 1.89034  0.00
H59 -2.66709 -17.38525 1.37188  0.00
H60 -1.81990 -17.10143 2.92719  0.00
C31 -8.69079 -14.13226 3.75865  0.00
N5 -8.72762 -15.54035 3.92017  0.00
C32 -7.80373 -16.17646 4.71620  0.00
N6 -7.91165 -17.56619 4.83216  0.00
O4 -6.92780 -15.53013 5.32298  0.00
H61 -9.67803 -13.71580 3.96949  0.00
H62 -8.41935 -13.88237 2.72918  0.00
H63 -7.94844 -13.70340 4.46330  0.00
H64 -9.31233 -16.05954 3.26639  0.00
H65 -8.80334 -18.05064 4.73239  0.00
H66 -7.33121 -17.88319 5.63961  0.00

Cartesian forces (eV/Å) of the 3 atoms listed first:
-2.242 1.381 -0.396
-0.007 -0.462 0.572
0.348 -0.469 -1.371

=====

C2H8O2S | ωB97M-V/def2-TZVPD

strongest force on any atom	1.3	eV Å⁻¹
energy	-629.63459	a.u.
2S+1	1
ΔE to the lowest compared entry with this formula, charge and spin	0.1882	eV
HOMO energy	-0.32375	hartree
molecular weight	96.15	g mol⁻¹
frontier orbital gap	9.198	eV
SMILES string	CSCO.O

Last column: Mulliken charge in e.
Element x y z (Å)
C1 -0.22126 1.87489 0.75748  -0.75
S1 0.53560 1.75363 -0.86129  -0.07
C2 0.00742 0.08315 -1.23728  -0.09
O1 -1.40870 -0.07660 -1.17478  -0.50
H1 0.26533 2.79541 1.12147  0.28
H2 0.02602 1.05006 1.44677  0.24
H3 -1.31372 2.02664 0.76803  0.27
H4 0.44496 -0.51195 -0.41275  0.03
H5 0.43934 -0.28834 -2.18644  0.28
H6 -1.58849 -1.03337 -1.06226  0.32
O2 1.17958 -2.72977 0.67693  -0.65
H7 1.40222 -2.45522 1.59525  0.32
H8 0.23174 -2.48858 0.56885  0.32

Cartesian forces (eV/Å) of the 3 atoms listed first:
0.082 0.761 0.683
-0.547 -0.382 -0.489
0.366 -0.993 0.751

=====

C10H16BrNS | ωB97M-V/def2-TZVPD

strongest force on any atom	4.0	eV Å⁻¹
energy	-3417.44937	a.u.
2S+1	1
ΔE to the lowest compared entry with this formula, charge and spin	0.3137	eV
HOMO energy	-0.28088	hartree
molecular weight	262.22	g mol⁻¹
frontier orbital gap	7.881	eV

Last column: Mulliken charge in e.
Element x y z (Å)
C1 -0.58554 0.38020 -1.66130  -0.21
C2 2.53899 0.62417 2.58459  -0.69
C3 2.50387 -0.56635 1.59612  -0.82
C4 2.41698 1.93385 1.80629  -0.51
C5 1.08006 -0.54130 0.97414  -0.46
C6 1.12506 2.07447 1.01551  -1.00
C7 -2.71019 -1.22840 -1.42696  0.71
C8 0.73684 0.73212 0.32761  0.19
C9 -3.55248 -0.07029 -1.91158  -0.86
C10 -2.59069 -2.42303 -2.30955  -1.50
N1 0.29763 0.73918 -0.83198  0.05
S1 -2.17958 -1.28272 0.10619  -0.22
Br1 -0.07698 0.07201 -3.48494  -0.15
H1 1.85793 0.42749 3.39894  0.34
H2 3.54531 0.60722 2.92537  0.34
H3 3.30523 -0.41628 0.82978  0.33
H4 2.68043 -1.41600 2.14112  0.37
H5 2.52825 2.78145 2.56002  0.26
H6 3.28636 2.03081 1.11423  0.31
H7 0.89822 -1.43570 0.26704  0.31
H8 0.30434 -0.72720 1.74050  0.40
H9 0.32763 2.26688 1.78521  0.29
H10 1.17564 2.88545 0.38870  0.46
H11 -2.74833 0.66343 -2.29618  0.27
H12 -4.13766 0.57085 -1.19190  0.30
H13 -4.18254 -0.36107 -2.79841  0.31
H14 -2.25238 -2.36162 -3.37032  0.29
H15 -3.50936 -2.84105 -2.55598  0.43
H16 -2.08306 -3.11858 -1.72227  0.43

Cartesian forces (eV/Å) of the 3 atoms listed first:
0.678 1.123 0.263
0.964 -0.550 -1.852
-1.298 3.145 -1.227

=====

C62H70N10SSi | ωB97M-V/def2-TZVPD

strongest force on any atom	6.9	eV Å⁻¹
energy	-3638.96232	a.u.
2S+1	1
ΔE to the lowest compared entry with this formula, charge and spin	21.4934	eV
HOMO energy	-0.29974	hartree
molecular weight	1015.47	g mol⁻¹
frontier orbital gap	6.630	eV
SMILES string	C[Si](C)(CCCCCCCCc1cccc2nsnc12)c1ccccc1.c1ccncc1.c1ccncc1.c1ccncc1.c1ccncc1.c1ccncc1.c1ccncc1.c1ccncc1.c1ccncc1

Last column: Mulliken charge in e.
Element x y z (Å)
C1 4.07382 1.35497 2.58060  -0.80
Si1 3.20998 -0.36393 2.72461  -0.01
C2 2.31314 -0.89468 1.06289  -0.28
C3 4.46134 -1.82892 3.10490  -0.35
C4 5.42063 -2.19472 1.82580  -0.13
C5 5.59598 -3.83729 1.57988  -0.72
C6 4.76149 -4.35806 0.26802  -0.35
C7 5.68024 -4.97169 -0.94333  -0.52
C8 7.03901 -4.12114 -1.28651  -0.63
C9 6.80235 -2.89197 -2.37999  -0.39
C10 6.52414 -3.45693 -3.89335  -0.57
C11 4.96330 -3.38474 -4.38902  0.55
C12 3.78326 -2.51250 -3.65191  -0.22
C13 2.23465 -2.47152 -4.25565  -0.31
C14 1.82680 -3.28034 -5.62248  -0.43
C15 3.03607 -4.17654 -6.34919  0.36
N1 2.83214 -4.99021 -7.64005  -0.43
S1 4.44217 -5.67565 -7.94305  0.16
N2 5.50209 -5.13468 -6.61706  -0.50
C16 4.59338 -4.24912 -5.76871  0.23
C17 1.86734 -0.45662 4.12680  0.57
C18 0.26190 -0.24356 3.74067  -0.23
C19 -0.92204 -0.35906 4.88592  -0.24
C20 -0.47993 -0.67608 6.46073  -0.42
C21 1.12227 -0.86404 6.90276  -0.50
C22 2.28758 -0.76573 5.71352  -0.37
H1 5.06326 1.28389 1.92160  0.28
H2 3.36885 2.15472 2.06976  0.11
H3 4.39195 1.77246 3.63291  0.30
H4 1.97060 -2.01704 1.24585  0.28
H5 1.31517 -0.27459 0.92445  0.02
H6 3.03773 -0.82284 0.12951  -0.03
H7 3.78100 -2.77609 3.30717  0.13
H8 5.08936 -1.56543 4.07347  0.22
H9 6.50647 -1.77221 2.05539  0.32
H10 5.02773 -1.68251 0.83652  -0.07
H11 6.73251 -4.11540 1.59203  0.38
H12 5.11775 -4.36433 2.53790  0.31
H13 4.07489 -5.25711 0.64955  0.31
H14 4.01919 -3.51797 -0.07625  0.09
H15 4.99672 -4.94919 -1.92164  0.15
H16 5.97375 -6.09297 -0.77121  0.33
H17 7.60434 -3.68588 -0.35908  0.30
H18 7.79117 -4.88106 -1.81710  0.34
H19 6.02613 -2.10946 -1.98726  0.05
H20 7.84857 -2.31936 -2.42397  0.35
H21 7.16563 -2.78085 -4.63425  0.37
H22 6.97100 -4.55581 -3.97901  0.31
H23 3.97030 -1.89112 -2.67791  0.02
H24 1.42926 -1.80562 -3.68337  0.18
H25 0.73128 -3.23329 -6.07532  0.26
H26 -0.07220 -0.00873 2.62849  0.12
H27 -2.06082 -0.23533 4.55547  0.25
H28 -1.37101 -0.75298 7.23121  0.26
H29 1.37495 -1.06015 8.03201  0.44
H30 3.40877 -0.91914 6.06388  0.19
C23 -5.74044 2.95345 2.30659  0.05
C24 -5.34952 3.07215 3.63609  -0.32
C25 -4.26168 2.33062 4.06841  -0.57
N3 -3.55895 1.49413 3.27356  -0.29
C26 -3.96315 1.39842 1.98829  -0.10
C27 -5.03534 2.10141 1.46280  -1.05
H31 -6.58762 3.51992 1.93104  0.66
H32 -5.87880 3.72666 4.31927  0.50
H33 -3.91588 2.39128 5.09623  0.36
H34 -3.38346 0.71802 1.37077  0.41
H35 -5.31449 1.98715 0.42151  0.47
C28 -9.26654 7.32243 4.18228  -0.13
C29 -7.97164 7.66856 3.81090  -0.58
C30 -6.96530 6.73342 3.99241  -0.40
N4 -7.16766 5.50351 4.51369  -0.32
C31 -8.43489 5.19678 4.86654  -0.21
C32 -9.50697 6.06233 4.72031  -0.58
H36 -10.08159 8.02870 4.05381  0.36
H37 -7.75121 8.64290 3.38978  0.37
H38 -5.93880 6.95492 3.71514  0.62
H39 -8.57074 4.20342 5.28496  0.39
H40 -10.50486 5.76199 5.01909  0.36
C33 -7.44658 -1.29895 0.17729  -0.37
C34 -8.59721 -1.55935 -0.55942  -0.31
C35 -9.75717 -0.87840 -0.22638  -0.24
N5 -9.83749 0.02305 0.77676  -0.55
C36 -8.70467 0.25360 1.47535  -0.34
C37 -7.49718 -0.37432 1.21537  -0.21
H41 -6.51816 -1.81237 -0.05528  0.38
H42 -8.59096 -2.27499 -1.37372  0.36
H43 -10.68045 -1.04453 -0.77375  0.35
H44 -8.79606 0.98050 2.27758  0.47
H45 -6.61781 -0.14877 1.80790  0.47
C38 -3.90810 7.64205 -0.93914  -0.21
C39 -4.78397 6.65898 -0.49090  -0.63
C40 -4.81514 6.37752 0.86555  0.21
N6 -4.04021 7.00064 1.78018  -0.40
C41 -3.19859 7.94912 1.31485  -0.27
C42 -3.09844 8.30290 -0.02108  -0.43
H46 -3.85658 7.89108 -1.99507  0.38
H47 -5.42730 6.12501 -1.18102  0.36
H48 -5.48415 5.62081 1.26490  0.26
H49 -2.58516 8.43343 2.06948  0.37
H50 -2.40582 9.07417 -0.33841  0.37
C43 -1.79393 -5.25789 -9.01190  -0.32
C44 -1.51464 -4.91370 -7.69356  -0.27
C45 -2.43438 -4.13424 -7.01043  -0.20
N7 -3.58756 -3.68459 -7.55205  -0.57
C46 -3.83043 -4.03344 -8.83414  -0.19
C47 -2.97445 -4.81152 -9.59691  -0.30
H51 -1.09744 -5.86865 -9.57894  0.37
H52 -0.60294 -5.24474 -7.20933  0.39
H53 -2.26334 -3.84186 -5.97848  0.40
H54 -4.76253 -3.65776 -9.24688  0.35
H55 -3.22147 -5.06293 -10.62211  0.35
C48 1.23966 3.65098 -2.85097  -0.47
C49 1.01087 2.30923 -3.13710  -0.41
C50 1.01241 1.40528 -2.08686  -0.23
N8 1.22737 1.75074 -0.79853  -0.17
C51 1.44835 3.06025 -0.55191  -0.24
C52 1.46239 4.03808 -1.53352  -0.59
H56 1.24464 4.38892 -3.64788  0.41
H57 0.83508 1.97530 -4.15339  0.41
H58 0.83550 0.34751 -2.25859  0.38
H59 1.62055 3.31168 0.49089  0.43
H60 1.64319 5.07591 -1.27762  0.41
C53 5.79624 2.85013 -6.00532  -0.21
C54 5.34298 3.85612 -6.85210  -0.37
C55 4.33514 4.69136 -6.39739  -0.22
N9 3.76273 4.58348 -5.17834  -0.44
C56 4.22234 3.59628 -4.37919  -0.08
C57 5.22772 2.71491 -4.74293  -0.62
H61 6.58573 2.17688 -6.32640  0.37
H62 5.76459 3.98708 -7.84223  0.35
H63 3.94961 5.49357 -7.01987  0.36
H64 3.74456 3.52926 -3.40577  0.47
H65 5.55911 1.94152 -4.05933  0.41
C58 2.05885 -5.34295 8.77927  -0.40
C59 1.74718 -4.39996 7.80554  -0.24
C60 2.28491 -4.56302 6.53890  -0.28
N10 3.09922 -5.58449 6.19415  -0.46
C61 3.38532 -6.48319 7.16107  -0.29
C62 2.89339 -6.40738 8.45420  -0.30
H66 1.65508 -5.24917 9.78317  0.36
H67 1.10071 -3.55845 8.02733  0.38
H68 2.06874 -3.85543 5.74376  0.52
H69 4.04348 -7.29318 6.85934  0.34
H70 3.15483 -7.15916 9.19022  0.36

Cartesian forces (eV/Å) of the 3 atoms listed first:
0.797 1.299 -0.227
-0.162 -0.997 -0.302
-0.809 -0.478 0.013